Entry from the Open Molecules 2025 dataset: a structure of composition C26H48Cl3CrN4O4Si in a non-equilibrium geometry (wB97M-V/def2-TZVPD).

Structure (XYZ):
```
87
C26H48Cl3CrN4O4Si | the Open Molecules 2025 dataset | wB97M-V/def2-TZVPD
H 0.5607 1.3449 -2.0911
H -6.7977 -1.3232 1.0616
C 4.7662 0.3051 -1.0697
H -8.6266 1.6250 -0.5168
H 1.7037 -0.8955 1.8247
C -7.0931 3.0334 -3.1248
C 2.0060 0.0170 -0.6036
H -10.1198 2.3980 2.6034
C -1.5897 1.8317 0.9544
C -6.4781 0.8199 2.9053
H -1.9041 -4.0935 -3.4608
C 2.4110 -1.4803 1.2082
H -6.7711 4.0714 -3.0284
H -8.4863 2.9195 3.0909
Cr -4.1035 -0.8693 0.1939
C -8.7230 0.6337 -0.9832
H 4.4191 -1.8239 -0.8225
H 3.2342 -1.8383 1.8552
H -0.3997 4.7987 1.9975
C -9.9421 -0.7741 -2.4905
H -3.6801 1.4760 -2.0679
H -3.6661 2.8725 -1.0108
H 4.9034 -0.9711 0.6679
H -1.3521 -0.2109 -4.3003
C -2.1744 -0.9193 -4.4802
H -5.5260 0.3302 2.7061
H -7.2146 0.4744 -3.1907
H 1.8614 -2.3609 0.8028
C -8.1803 -1.6948 -1.0944
C -9.6785 0.5075 -1.9812
H -3.1505 -0.3997 -4.4575
H -3.5462 -3.5595 -3.8716
H 0.0434 3.1984 2.6420
H -5.8442 -0.3690 -2.3833
Cl -4.9285 -2.4981 -1.1372
Cl -7.0746 3.2005 -0.2728
C 4.3038 -0.8811 -0.2476
Si -6.0747 2.3369 -1.8267
O -2.6794 1.3188 0.7350
C -6.1871 0.6205 -2.7553
H 1.8553 2.0687 -3.1028
C -9.1391 2.0341 2.9455
N 2.9353 -0.6667 0.1371
Cl -3.4298 -1.3455 2.2906
C -7.4506 0.5695 1.8011
H -10.7544 -0.9039 -3.2175
N 2.4676 0.6235 -1.7393
H -6.3220 1.8986 3.0519
H -9.2865 1.6131 3.9547
H -8.1373 2.8598 -2.8397
C -0.2025 3.7533 1.7382
H 5.7799 0.1199 -1.4381
H -10.2391 1.3758 -2.3181
N -1.3937 3.1797 1.1432
C -9.1751 -1.8564 -2.0648
H 1.2554 0.4347 -3.4643
C 1.4853 1.1412 -2.6430
C -7.9693 -0.4359 -0.5266
H -2.5500 4.3698 -0.1902
H -3.4423 3.6652 1.2482
H -6.8511 2.5777 -4.0857
O 0.8215 0.0773 -0.2265
H -9.4673 0.6195 1.2745
H -5.5342 0.8849 -3.6334
H 4.0741 1.4370 -2.7574
H -1.9273 -2.6418 -1.5984
H -0.6596 1.2063 0.9772
H -6.9526 0.4113 3.8157
O -5.6529 -0.0232 0.3286
H -2.3497 5.0598 1.4254
C -8.6917 1.0351 1.9258
H 3.9151 -0.3256 -2.9201
C -2.4997 4.1048 0.8884
C 3.8173 0.5187 -2.2198
H 0.6422 3.7343 1.0407
H -7.6098 -2.5308 -0.7272
H -4.0115 3.0772 -2.7569
H -2.2293 -3.3912 -5.0539
C -6.9595 -0.3222 0.6682
H -2.0189 -1.3949 -5.4550
H -9.3666 -2.8456 -2.4596
C -4.1683 2.4369 -1.8844
C -2.2261 -1.7579 -2.1739
C -2.4841 -3.3437 -3.9927
N -2.1390 -2.0028 -3.5055
O -2.6518 -0.7244 -1.6063
H 4.8064 1.2074 -0.4453
```

Its energy is -115760.28359 eV. The HOMO energy (alpha / beta) is -0.2947 / -0.2959 Ha. Its multiplicity is 4. As for the net charge: 0. As for the gap between HOMO and LUMO (alpha / beta): 7.535 / 8.395 eV. The calculation puts the LUMO energy (alpha / beta) at -0.01783 / 0.01261 Eh.

Here are the Löwdin charges for atoms 1 to 5, given in e: number 1, H, carries 0.0875; number 2, H, carries 0.1364; number 3, C, carries -0.1621; number 4, H, carries 0.0210; number 5, H, carries 0.0942